1.
{"formula": "C5H5ClOS", "method": "ωB97M-V with the def2-TZVPD basis set", "relative_energy_ev": 2.923, "smiles": "C=C(Cl)[C@H]1O[C@@H]1C=S", "molar_mass_g_mol": 148.61, "species": ["C", "C", "C", "C", "C", "H", "H", "H", "H", "H", "O", "S", "Cl"], "positions_angstrom": [[0.782, 1.320, -0.027], [0.012, 2.102, 0.846], [0.853, -0.115, 0.022], [-0.487, -0.850, 0.115], [-0.707, -2.129, -0.689], [-0.370, 1.704, 1.763], [-0.180, 3.252, 0.832], [1.710, -0.637, -0.476], [-1.330, -0.243, 0.147], [0.310, -2.761, -0.977], [0.419, -0.830, 1.185], [-2.226, -2.641, -1.167], [1.215, 1.828, -1.573]], "forces_ev_per_a": [[-3.3, 2.9, 2.8], [1.9, 0.7, -1.5], [-0.2, -3.0, 0.4], [2.1, -1.8, -2.0], [0.6, -1.4, -0.5], [0.1, -0.7, 0.3], [0.7, -2.3, -0.8], [-0.9, 0.7, 0.3], [-1.5, 1.1, 0.5], [-2.7, 1.6, 0.8], [0.0, 0.5, 0.1], [2.5, 0.9, 0.7], [0.7, 0.9, -1.1]]}


2.
{"formula": "C5H5ClS", "method": "ωB97M-V with the def2-TZVPD basis set", "relative_energy_ev": 2.341, "smiles": "S[C@@H]1C=CC(Cl)=C1", "molar_mass_g_mol": 132.61, "species": ["C", "C", "C", "C", "C", "H", "H", "H", "H", "H", "S", "Cl"], "positions_angstrom": [[0.300, 0.222, 0.825], [-1.036, 0.013, 0.365], [-1.025, 0.002, -0.885], [0.212, 0.087, -1.463], [1.166, 0.101, -0.415], [0.772, -1.817, 1.986], [0.284, 1.156, 1.318], [-1.955, 0.172, 1.031], [-2.123, 0.137, -1.552], [2.076, 0.417, -0.398], [0.734, -0.631, 2.463], [0.596, 0.143, -3.276]], "forces_ev_per_a": [[2.0, -1.9, 1.7], [-3.2, 0.6, 6.6], [-8.1, 0.4, -8.1], [6.2, -0.2, -0.4], [-7.6, -0.4, -1.5], [0.0, -1.8, -0.6], [0.4, 1.8, -0.3], [1.6, -0.6, -1.1], [3.6, -0.7, 1.9], [5.8, 1.3, -0.3], [0.0, 1.6, -0.5], [-0.7, -0.1, 2.6]]}


3.
{"formula": "C5H5CsO6", "method": "ωB97M-V with the def2-TZVPD basis set", "relative_energy_ev": 0.787, "multiplicity": 2, "charge": 1, "s2": 0.76, "molar_mass_g_mol": 293.99, "species": ["C", "C", "O", "O", "H", "H", "C", "C", "O", "C", "O", "O", "O", "H", "H", "Cs", "H"], "positions_angstrom": [[-1.187, -3.487, 0.725], [-1.382, -2.380, -0.336], [-1.960, -1.352, 0.036], [-1.312, -4.642, 0.435], [-0.892, -3.118, 1.730], [-1.600, -2.782, -1.344], [1.689, -0.922, -1.410], [1.815, -0.938, -2.967], [3.010, -1.668, -3.180], [3.630, -1.944, -2.033], [2.883, -1.531, -0.985], [4.738, -2.373, -1.938], [1.489, 0.242, -0.896], [1.906, 0.073, -3.377], [0.971, -1.462, -3.426], [-1.626, 2.394, 0.367], [0.649, -1.657, -1.006]], "forces_ev_per_a": [[1.6, 0.0, 0.1], [-3.8, 0.1, 1.0], [1.9, -0.8, -0.6], [-0.3, 0.7, -0.1], [-0.4, -0.2, -0.1], [0.9, 0.3, -0.3], [-1.4, -1.7, 0.6], [-0.3, -0.4, -0.3], [-0.7, 0.1, -0.8], [2.1, 0.1, 0.3], [-0.7, -0.3, 0.6], [-1.2, 0.0, -0.1], [-0.7, 0.5, 0.3], [0.0, -0.2, 0.2], [0.2, 0.1, 0.0], [0.1, -0.2, 0.0], [2.6, 1.7, -1.0]]}


4.
{"formula": "C5H5DyO6", "method": "ωB97M-V with the def2-TZVPD basis set", "energy_ha": -1528.6749, "multiplicity": 7, "charge": 3, "s2": 13.03, "molar_mass_g_mol": 323.59, "species": ["C", "C", "O", "O", "H", "H", "C", "C", "O", "C", "O", "O", "O", "H", "H", "Dy", "H"], "positions_angstrom": [[3.128, 2.294, -0.687], [1.618, 2.037, 0.036], [1.753, 1.765, 1.290], [3.207, 2.319, -1.853], [3.915, 2.487, 0.072], [1.193, 3.036, -0.203], [-1.109, -1.282, 0.506], [-1.308, -2.457, -0.423], [-2.559, -2.158, -1.026], [-3.120, -1.099, -0.466], [-2.214, -0.546, 0.449], [-4.225, -0.704, -0.591], [-0.411, -1.258, 1.512], [-1.364, -3.407, 0.125], [-0.517, -2.499, -1.182], [0.939, 0.282, 3.042], [1.072, 1.191, -0.600]], "forces_ev_per_a": [[0.6, 0.3, -1.3], [-2.0, -1.2, -1.4], [-0.5, -1.4, 2.0], [-0.1, -0.2, 1.1], [-0.1, 0.0, -0.1], [0.3, -0.1, 0.0], [0.5, -3.4, 2.9], [1.4, 0.5, -0.1], [-2.2, 1.2, -0.5], [8.2, -3.5, 1.3], [-2.9, 1.9, -1.0], [-4.7, 1.9, -0.7], [-0.1, 1.3, -2.0], [0.0, 0.2, 0.0], [-0.3, -0.2, -0.2], [0.8, 1.0, -0.8], [1.4, 1.7, 0.7]]}


5.
{"formula": "C5H5F3O5Ti", "method": "ωB97M-V with the def2-TZVPD basis set", "relative_energy_ev": 0.313, "multiplicity": 2, "charge": 1, "s2": 0.78, "molar_mass_g_mol": 249.95, "species": ["Ti", "O", "C", "O", "C", "O", "C", "C", "O", "O", "H", "H", "H", "H", "H", "F", "C", "F", "F"], "positions_angstrom": [[1.399, -0.338, 0.080], [-2.314, -2.088, 0.210], [-1.262, -1.344, 0.315], [-0.142, -1.705, -0.067], [-1.509, -0.007, 0.968], [-0.416, 0.866, 0.728], [-0.655, 1.958, -0.188], [0.000, 1.638, -1.526], [-0.317, 2.116, -2.564], [0.999, 0.743, -1.367], [-2.099, -2.970, -0.150], [-2.452, 0.406, 0.610], [-1.595, -0.180, 2.044], [-1.719, 2.145, -0.311], [-0.186, 2.843, 0.241], [2.657, -1.813, -0.722], [3.480, -0.710, -0.386], [1.670, -0.372, 1.849], [4.463, -1.189, 0.237]], "forces_ev_per_a": [[-0.7, 0.4, 0.6], [0.0, -0.1, 0.1], [-0.1, -0.1, -0.1], [0.1, 0.2, 0.0], [0.0, 0.0, 0.0], [0.0, -0.1, 0.0], [0.0, 0.0, -0.1], [0.0, 0.0, -0.1], [0.0, 0.1, 0.1], [0.2, -0.1, 0.3], [0.0, 0.1, 0.0], [0.0, 0.0, 0.0], [0.0, 0.0, 0.0], [0.0, 0.0, 0.0], [0.0, 0.0, 0.0], [0.2, -0.2, -0.1], [0.3, -0.2, -0.1], [0.0, -0.1, -0.7], [0.0, 0.1, 0.0]]}


6.
{"formula": "C5H5FN2O3", "method": "ωB97M-V with the def2-TZVPD basis set", "relative_energy_ev": 3.970, "smiles": "O=CN/C=C(/F)C=C=[N+]([O-])O", "molar_mass_g_mol": 160.10, "species": ["C", "C", "C", "C", "C", "N", "N", "O", "O", "O", "F", "H", "H", "H", "H", "H"], "positions_angstrom": [[0.430, -1.442, -0.173], [1.940, 0.469, -0.027], [1.738, -0.833, -0.012], [-0.704, -0.803, 0.004], [-0.156, 1.264, 0.833], [0.878, 1.317, -0.029], [-1.985, -0.784, -0.042], [-2.797, -1.003, 0.885], [-2.440, -0.246, -1.283], [-1.031, 2.104, 0.889], [2.739, -1.757, 0.120], [0.375, -2.394, -0.552], [2.893, 1.003, -0.244], [0.046, 0.553, 1.602], [1.073, 2.054, -0.625], [-2.999, 0.498, -1.346]], "forces_ev_per_a": [[-0.4, 2.1, 0.9], [2.0, 0.3, -0.6], [0.2, -1.8, 0.6], [-0.4, -1.0, -0.7], [-0.5, 2.3, 0.7], [0.5, -0.5, -0.2], [-1.2, 1.1, 1.0], [0.8, 0.2, -1.3], [2.0, -2.9, -1.1], [-0.1, -0.5, -0.3], [-0.4, 0.9, -0.4], [0.1, -2.3, -0.8], [-0.4, -1.0, 0.6], [-0.1, -0.8, 0.9], [-0.7, 2.2, -1.0], [-1.3, 1.7, 1.6]]}